Record 1
Below is 8 unconnected molecules or ions with the total composition C50H95Cl3F3N4O11S at a distorted geometry, with properties calculated with ωB97M-V/def2-TZVPD.

The geometry in XYZ format:
```
167
Properties=species:S:1:pos:R:3:mulliken_charge:R:1
Cl -0.23610 1.18534 2.08870 -0.1213
Cl 0.06365 2.66089 4.92508 -0.1630
Cl -2.72278 -3.94090 -1.01478 -0.1672
S -5.05915 1.70165 -0.18585 1.1485
F -6.52058 2.78819 -2.20398 -0.1734
F -4.15394 3.32690 -2.32182 -0.1352
F -4.97920 1.02116 -2.82782 -0.0418
O 8.62442 -0.05187 3.81959 -0.4149
O 7.32334 -2.04437 0.20845 -0.2515
O -6.27818 0.73878 -0.01605 -0.5647
O -5.46897 -2.80614 -6.42956 -0.4269
O 2.00919 -1.00582 -5.96100 -0.4274
O -5.29332 3.01312 0.62992 -0.5520
O 6.41252 -4.39428 5.59755 -0.4705
O -7.72679 3.42572 3.25401 -0.5093
O 3.19287 -3.10437 3.55047 -0.5177
O 0.12118 6.82659 -5.25908 -0.4346
O -1.36618 2.48550 -5.77059 -0.2957
N -2.16044 -0.77864 1.73422 0.7892
N -4.45217 -0.43086 2.15347 0.0423
N -3.51028 0.91692 0.21384 0.6724
N -6.57966 -3.63528 3.87216 -0.7446
C 6.41692 -5.71792 5.04521 -0.5070
C -4.46334 0.40266 4.46371 -1.3328
C -1.37970 3.24252 -6.98874 -0.4417
C -1.23778 6.50815 -3.34693 0.1983
C 3.12610 1.02767 -6.43211 -0.6412
C 7.51094 -3.21941 -1.83856 -0.5530
C -6.53675 -1.89413 -6.72167 -0.4565
C -0.46936 0.84546 4.84873 0.7314
C -1.18292 0.54457 6.28210 -0.8590
C -2.29010 -2.13984 1.09510 -0.6945
C 2.62249 -2.63827 4.82382 -0.6253
C -5.58275 2.85895 4.66307 -0.6026
C 3.22340 -0.29013 -5.69508 -0.4212
C 6.85218 -3.47700 4.58636 -0.1871
C -1.39227 0.72040 3.51553 -1.1926
C 7.42001 -4.30846 3.45698 0.1812
C -5.16079 -2.71437 -5.03180 -0.4430
C 8.33083 -1.95855 -1.93213 -0.6716
C -3.80611 -0.77302 3.47427 0.7110
C -6.10782 -2.31570 3.80526 0.4679
C -7.26684 -1.19499 3.54937 -0.3463
C -1.35241 -2.01838 4.01699 -0.7808
C 8.90148 -0.13725 2.41489 -0.0607
C 9.56156 0.85636 4.41458 -0.5091
C 9.86616 0.98199 2.08936 -0.4511
C -3.34195 0.02544 1.24083 -2.2304
C 1.07399 -0.10579 -6.57131 -0.3512
C -3.46706 3.56007 -5.96050 -0.3696
C -2.13849 -0.73783 3.27942 0.8473
C 7.76300 -1.12709 -0.80275 -0.2302
C 6.60011 -5.56931 3.55055 -0.4732
C -5.12230 2.24983 -2.01515 0.3407
C -0.78174 -1.91984 -1.20474 -0.8271
C 0.18868 6.19055 -2.97938 -0.6003
C 0.82742 5.98638 -4.33583 0.0033
C -2.68398 2.50889 -5.20482 0.1847
C -4.51103 -2.12522 4.03859 -0.8045
C -5.88152 -1.49368 -4.50254 0.4760
C -7.09545 -1.43311 -5.39330 -0.6778
C -7.23672 3.03115 4.60583 -0.4561
C 1.00209 -2.89008 4.83426 -0.2719
C -5.17545 1.63279 3.60018 0.9433
C -2.30053 -2.15673 -0.54400 0.4891
C -1.06596 7.31217 -4.61709 -0.5164
C -2.34743 1.28035 -0.67936 -0.5151
C -2.83109 3.50640 -7.32556 -0.7633
C 10.63234 1.12306 3.37924 -0.5839
C 0.21496 -2.19205 3.53382 -0.5513
C 1.64198 1.28827 -6.41756 0.0606
C 7.32774 -3.36801 -0.34390 -0.4551
H -1.35231 0.70427 -0.47055 0.1826
H -3.29909 4.54615 -5.51130 0.0916
H -3.12291 1.51430 -5.33958 0.0616
H 11.40789 0.35017 3.43624 0.2618
H -6.11995 -1.56694 -3.43844 0.3044
H 0.69617 -4.04153 4.90314 0.3594
H 7.35252 -3.81133 2.48600 -0.2778
H -5.79607 -4.29310 4.07124 0.2647
H 10.49766 0.76246 1.22478 0.3479
H -4.01267 -3.12884 3.62570 0.3852
H -3.67652 0.92409 5.15064 0.1854
H 7.98716 -4.08895 -2.29858 0.3411
H -0.83746 4.17663 -6.80770 0.2592
H 3.28940 -0.13512 -4.61265 0.2195
H 0.29114 5.32164 -2.32439 0.3084
H 5.62748 -5.41573 3.06839 0.1762
H 0.98279 -0.38369 -7.62668 0.2804
H -4.86896 -1.19690 1.58285 0.5367
H -8.25792 2.64048 2.87644 0.3165
H -1.48189 -1.99486 5.20057 0.4556
H 0.64335 7.05331 -2.47838 0.2757
H -7.28684 -2.39131 -7.34286 0.3112
H -7.85163 -2.14372 -5.03897 0.3066
H 8.16266 -3.91525 0.10644 0.3072
H -4.54265 3.36637 -5.96879 0.4209
H 9.35158 -1.11723 2.22230 0.1323
H 0.58892 -2.40810 5.84272 0.2171
H -4.07705 -2.65256 -4.89703 0.2579
H -1.91835 7.21372 -5.29490 0.2946
H 6.53830 -3.06582 -2.32072 0.2337
H 0.54563 0.25038 4.82985 0.1061
H -4.37057 2.09946 2.89107 -0.1163
H -0.93687 -1.02904 -1.98392 0.0945
H -1.85611 -3.05335 3.69527 0.4042
H 4.08139 -0.88780 -6.01499 0.3125
H -7.58460 3.88116 5.33458 0.3358
H 9.96548 0.41962 5.33250 0.2825
H 9.31172 1.90546 1.88411 0.2858
H -1.49534 1.49765 6.88894 0.3826
H 7.25184 -6.26516 5.49555 0.2817
H -5.26470 -0.60020 -4.65517 -0.4663
H 11.11125 2.09778 3.50206 0.3602
H -0.37585 -0.01813 6.95811 0.2608
H 0.71765 4.95089 -4.67508 -0.1440
H -7.09242 -0.76460 2.45122 -0.0069
H 1.34845 1.70638 -5.44745 -0.0176
H -7.24885 -0.27036 4.26578 0.0122
H 9.38527 -2.18604 -1.73526 0.2796
H 0.09481 -0.21426 -6.09603 0.1638
H 7.96813 -0.06478 1.84983 0.0903
H 6.39566 -3.87829 -0.08449 0.2462
H 8.47444 -4.53595 3.65385 0.2626
H -6.17959 1.32869 3.08506 -0.1953
H -0.86169 2.68500 -7.77443 0.3135
H -5.52123 -3.62909 -4.54938 0.2486
H 8.49734 -0.43608 -0.37974 0.1149
H -1.78090 5.58031 -3.56247 -0.3922
H 1.30804 1.97379 -7.20054 0.2079
H -4.32105 -2.15241 5.21519 0.3189
H -2.97398 4.41657 -7.91351 0.3837
H -2.10744 -0.17557 6.23089 0.1306
H 2.87422 -1.52020 5.09457 0.2301
H -0.00698 -1.51000 -0.41588 0.2023
H 3.07163 -3.28744 5.71959 0.3281
H -2.15821 1.63600 3.54525 0.5444
H 8.26335 -1.46143 -2.90310 0.3602
H -5.12738 3.86988 4.22194 0.2817
H -5.19245 2.60395 5.73632 0.3377
H -3.29234 -2.69191 1.43570 0.2440
H -3.24215 2.66325 -7.89320 0.2911
H 5.98059 -2.90161 4.25574 0.1205
H -1.42307 -2.90400 1.39694 0.1444
H 6.89142 -0.55170 -1.13337 0.2408
H -0.40432 -2.84020 -1.82087 0.4294
H 0.75136 -1.20459 3.22533 0.2062
H -8.34439 -1.70370 3.50165 0.3659
H 7.58652 -2.78599 5.00937 0.2512
H -2.62181 2.72073 -4.13386 -0.2208
H -2.58189 1.11242 -1.83816 0.0657
H 5.48484 -6.22820 5.30462 0.2952
H 3.14763 -2.30880 2.94276 0.3132
H 0.36104 -2.96020 2.64815 0.2709
H -7.55403 -0.44237 -5.44452 0.3384
H 3.71625 1.82104 -5.96653 0.3461
H -5.29063 -0.04418 5.19593 0.3143
H 3.47115 0.90430 -7.46558 0.2946
H -3.12939 -1.51307 -1.05492 0.1026
H 9.02080 1.77313 4.67242 0.2829
H -6.11473 -1.05590 -7.28673 0.2381
H -0.91554 8.37460 -4.39655 0.3186
H -7.77487 2.01832 4.93201 0.1571
H -2.16639 2.44076 -0.56177 0.4178
H 1.89029 6.24471 -4.34184 0.3282
H -1.78167 7.05051 -2.56943 0.3931
H 7.07634 -6.43886 3.09052 0.3864
```

Computed properties:
Gap between HOMO and LUMO = 0.192 Ha
HOMO level = -10.38 eV
Net charge = +1
Total energy = -5086.20607 a.u.


Record 2
Below is C18H26F3NO in the gas phase, with properties calculated with ωB97M-V/def2-TZVPD.

The geometry in XYZ format:
```
49
Properties=species:S:1:pos:R:3:mulliken_charge:R:1
F -1.92547 3.32560 4.64476 -0.2596
F -0.60427 4.99555 4.89930 -0.2985
F 0.12570 2.99562 5.19197 -0.2788
O 1.57836 -0.14833 0.55201 -0.6201
N -0.91186 0.07925 1.86795 0.4336
C -0.12836 0.04300 -2.56038 -0.7932
C 3.08576 -1.53541 -4.92863 -0.4279
C 2.32133 -0.15753 -3.11902 -0.0937
C 0.97100 -1.25801 -0.05638 -1.3552
C 0.74339 -1.37224 -4.44189 -0.4126
C 0.02068 2.28189 2.45200 -0.1837
C -0.89093 -1.04467 -1.77656 -1.7371
C -1.10987 0.13713 0.42668 -2.0705
C -1.69128 -1.01424 2.42469 -0.9003
C -1.20695 -2.33951 1.84808 -0.7447
C -0.56227 -1.11742 -0.27297 2.8349
C -1.29443 -2.33019 0.32466 -1.5029
C 1.00344 -0.50635 -3.38569 0.2384
C -0.66985 3.74316 4.41428 0.8792
C 3.35560 -0.66934 -3.88357 -0.7103
C 1.77499 -1.88484 -5.20694 -0.6267
C -0.28403 3.69603 2.94797 -1.1523
C -1.19783 1.35436 2.50912 -0.8967
H -0.87394 -3.25274 -0.08076 0.4255
H -0.67404 -2.01960 -2.21856 0.6271
H -0.60195 1.02229 0.04328 0.4169
H 3.89215 -1.93502 -5.52588 0.3790
H 4.37536 -0.39056 -3.66139 0.3802
H -0.17637 -2.50279 2.16518 0.2970
H -2.34624 -2.28600 0.03024 0.4603
H 1.11005 -0.00418 1.38873 0.5439
H -0.82786 0.54605 -3.23282 0.4515
H 0.59855 4.32824 2.83294 0.3607
H -1.56053 -1.01795 3.50965 0.4868
H 0.37921 2.35927 1.42552 0.3205
H -0.27861 -1.64261 -4.66875 0.4215
H 1.55616 -2.55628 -6.02480 0.3705
H -2.18422 0.23373 0.18527 0.4929
H -2.06798 1.85172 2.04853 0.2493
H 2.54042 0.51382 -2.30102 0.4044
H 1.17482 -2.16074 0.53581 0.1761
H -2.76729 -0.88729 2.20771 0.3969
H 0.82431 1.85110 3.05129 0.3210
H 0.26722 0.79062 -1.87439 0.3325
H -1.44659 1.15783 3.55380 0.5349
H -1.10789 4.13906 2.38447 0.3458
H -1.96582 -0.87619 -1.87823 0.4620
H -1.81421 -3.15219 2.24994 0.4918
H 1.47244 -1.38309 -1.01722 0.5294
```

Computed properties:
Gap between HOMO and LUMO = 0.358 Ha
HOMO level = -8.98 eV
Total energy = -1131.10931 a.u.
Structure (SMILES) = OC[C@@]1(CCc2ccccc2)CCCN(CCCC(F)(F)F)C1


Record 3
Below is 2 unconnected molecules or ions with the total composition C4H7ClO2 at a distorted geometry, with properties calculated with ωB97M-V/def2-TZVPD.

The geometry in XYZ format:
```
14
Properties=species:S:1:pos:R:3:mulliken_charge:R:1
Cl -2.61363 -1.42545 0.59914 0.0113
O -2.03634 1.89335 -0.07470 -0.5305
O 0.38101 -0.48023 -1.04312 -0.3694
C 0.20823 0.78479 1.05964 -1.0765
C -1.57822 0.93328 -0.62267 -0.1463
C -0.28774 0.28170 -0.20636 0.5598
C 1.48590 -1.20024 -0.62450 -0.6658
H 1.22585 -1.56982 0.38487 0.3221
H -0.32343 1.69626 1.38167 0.3324
H 2.43548 -0.62205 -0.63612 0.2696
H -1.92069 0.63780 -1.61430 0.3972
H 0.27477 0.00856 1.86591 0.3141
H 1.52738 -2.03346 -1.41726 0.2201
H 1.22143 1.09552 0.94779 0.3621
```

Computed properties:
Multiplicity = 3
Gap between HOMO and LUMO (alpha / beta) = 0.290 / 0.194 Ha
Expectation value of S² = 2.009
HOMO level (alpha / beta) = -7.19 / -9.41 eV
Energy relative to the best compared isomer or geometry (same formula, charge and spin) = 0.0 kcal per mole
Total energy = -767.12454 a.u.